{
  "formula": "C22H18N5OPt",
  "method": "wB97M-V/def2-TZVPD",
  "species": ["Pt", "O", "N", "N", "N", "N", "N", "C", "C", "C", "C", "C", "C", "C", "C", "C", "C", "C", "C", "C", "C", "C", "C", "C", "C", "C", "C", "C", "C", "H", "H", "H", "H", "H", "H", "H", "H", "H", "H", "H", "H", "H", "H", "H", "H", "H", "H"],
  "coordinates": [[0.07826, 0.00304, 0.00043], [3.83344, -0.00263, -1.35690], [-1.70001, 1.27810, -0.00781], [-1.69934, -1.28092, -0.00766], [1.99361, -0.00310, 0.00672], [0.33226, 0.00285, -1.98104], [0.32712, 0.00289, 1.98511], [1.05729, 0.00109, -4.64017], [-0.65194, 0.00451, 2.89974], [-4.08201, -1.55603, -0.00426], [1.63996, 0.00004, -2.32932], [2.66736, -0.00270, 1.28884], [-1.55472, -2.61387, -0.00724], [-3.92584, 2.90801, -0.00403], [-4.08317, 1.55132, -0.00434], [-2.94923, -0.70911, -0.00589], [2.02890, -0.00074, -3.65096], [2.63521, -0.00227, -1.19467], [-0.28129, 0.00341, -4.27003], [1.94724, -0.00103, 3.72083], [-0.60668, 0.00424, -2.92808], [1.62400, -0.00018, 2.37620], [-0.38601, 0.00369, 4.24976], [-3.92327, -2.91262, -0.00387], [-1.55690, 2.61153, -0.00743], [0.93870, 0.00105, 4.66928], [-2.62412, -3.47160, -0.00517], [-2.94974, 0.70533, -0.00594], [-2.62698, 3.46812, -0.00538], [-4.79039, 3.55773, -0.00337], [-1.06646, 0.00460, -5.01171], [1.18156, 0.00061, 5.72301], [-5.07191, -1.12042, -0.00375], [-1.63455, 0.00606, -2.58900], [-1.66487, 0.00644, 2.51925], [2.98758, -0.00336, 4.01686], [-2.46544, -4.53916, -0.00530], [-0.53893, 2.98342, -0.00954], [1.33676, 0.00071, -5.68468], [3.08610, -0.00283, -3.87913], [3.31553, -0.87898, 1.38748], [-5.07265, 1.11475, -0.00374], [-4.78725, -3.56312, -0.00318], [3.31771, 0.87220, 1.38552], [-2.46939, 4.53585, -0.00556], [-1.20012, 0.00504, 4.95926], [-0.53627, -2.98453, -0.00932]],
  "lowdin_spin": [0.54, 0.07, 0.26, 0.26, 0.07, 0.00, 0.00, 0.00, 0.00, 0.05, 0.00, 0.00, 0.03, 0.06, 0.05, 0.13, 0.00, 0.02, 0.00, 0.00, 0.00, 0.00, 0.00, 0.06, 0.03, 0.00, 0.10, 0.13, 0.10, 0.00, 0.00, 0.00, 0.00, 0.00, 0.00, 0.00, 0.01, 0.00, 0.00, 0.00, 0.00, 0.00, 0.00, 0.00, 0.01, 0.00, 0.00],
  "homo_energy_ha": [-0.29745, -0.41327],
  "total_charge": 1,
  "energy_ha": -1317.2990,
  "spin_multiplicity": 3,
  "gap_ev": [4.8, 7.0]
}

{
  "formula": "C22H19BInN9O2S",
  "method": "wB97M-V/def2-TZVPD",
  "species": ["In", "S", "O", "O", "N", "N", "N", "N", "N", "N", "N", "N", "N", "C", "C", "C", "C", "C", "C", "C", "C", "C", "C", "C", "C", "C", "C", "C", "C", "C", "C", "C", "C", "C", "C", "B", "H", "H", "H", "H", "H", "H", "H", "H", "H", "H", "H", "H", "H", "H", "H", "H", "H", "H", "H"],
  "coordinates": [[0.05109, 1.78483, -0.07702], [-4.21172, 4.89781, -0.00733], [-2.30301, 0.97528, -0.16454], [-4.57666, 2.25615, 1.32354], [2.92295, 0.67811, -0.01687], [2.91545, -1.95090, 0.02085], [0.31759, 0.36366, 1.49377], [1.18571, -0.65055, 1.25906], [-2.02249, -1.20876, -0.07953], [2.15684, -3.08819, 0.01001], [1.23340, -0.68229, -1.31736], [2.24014, 1.85882, -0.03382], [0.39152, 0.33731, -1.62135], [-1.57850, 3.10072, -0.05028], [4.23398, -2.28298, 0.05169], [-0.21458, 0.03528, -2.76695], [-1.55125, 4.50567, 0.05058], [-3.77330, -2.82594, -0.03905], [4.33781, -3.64678, 0.06617], [-2.94417, -0.27761, -0.08766], [1.08995, -1.53470, 2.26146], [-4.16115, 2.51427, 0.20554], [-2.68323, 2.27698, -0.03015], [3.13149, 2.84484, -0.03748], [4.41815, 2.32798, -0.02465], [-2.43452, -2.47722, -0.05317], [-4.71650, -1.80779, -0.05142], [-0.32907, 0.09553, 2.62538], [0.13537, -1.09760, 3.15910], [0.25025, -1.18258, -3.23970], [-2.64937, 5.37578, 0.11831], [4.23445, 0.96233, -0.01304], [1.16145, -1.60109, -2.28904], [3.00572, -4.09444, 0.03764], [-4.31240, -0.48121, -0.07769], [2.10474, -0.67387, -0.01117], [-0.93948, 0.71060, -3.19258], [-2.43961, 6.42868, 0.27460], [-1.65363, -3.22793, -0.04222], [-0.57749, 4.98073, 0.10325], [-1.08546, 0.77085, 2.99352], [-0.17187, -1.57734, 4.06976], [-4.06777, -3.86447, -0.01682], [1.69955, -2.41903, 2.26823], [1.75580, -2.49438, -2.23884], [2.63303, -5.10564, 0.03656], [-0.02645, -1.69004, -4.14506], [5.24035, -4.22915, 0.09302], [5.34952, 2.86234, -0.02397], [-5.03134, 0.31767, -0.05046], [-4.77842, 2.44105, -0.70105], [-5.77401, -2.03395, -0.03604], [5.02635, -1.56180, 0.06664], [4.97937, 0.19277, -0.00269], [2.80544, 3.87219, -0.04968]],
  "lowdin_spin": [-0.01, 0.35, 0.08, 0.02, 0.00, 0.00, 0.00, 0.00, 0.01, 0.00, 0.00, 0.00, 0.00, 0.01, 0.00, 0.00, 0.25, 0.01, 0.00, 0.00, 0.00, 0.03, 0.19, 0.00, 0.00, 0.00, 0.00, 0.00, 0.00, 0.00, 0.05, 0.00, 0.00, 0.00, 0.01, 0.00, 0.00, 0.00, 0.00, 0.01, 0.00, 0.00, 0.00, 0.00, 0.00, 0.00, 0.00, 0.00, 0.00, 0.00, 0.01, 0.00, 0.00, 0.00, 0.00],
  "homo_energy_ha": [-0.39998, -0.41866],
  "total_charge": 1,
  "energy_ha": -2106.0156,
  "spin_multiplicity": 2,
  "gap_ev": [8.1, 6.7]
}

{
  "formula": "C22H19Br2FN2O",
  "method": "wB97M-V/def2-TZVPD",
  "species": ["Br", "Br", "F", "O", "N", "N", "C", "C", "C", "C", "C", "C", "C", "C", "C", "C", "C", "C", "C", "C", "C", "C", "C", "C", "C", "C", "C", "C", "H", "H", "H", "H", "H", "H", "H", "H", "H", "H", "H", "H", "H", "H", "H", "H", "H", "H", "H"],
  "coordinates": [[-3.93225, -0.92716, 3.83964], [4.52506, -2.40469, 4.27943], [0.28751, -1.67650, -3.95275], [-1.51897, 3.70340, 0.97095], [1.42699, 0.51718, -1.26611], [0.39664, -2.00846, -0.27503], [-2.74294, 4.52156, 0.74430], [1.04061, -1.69262, 1.89054], [1.65896, -0.44029, -2.44725], [0.37738, 1.48092, -1.22522], [-0.74501, -1.53169, 0.45663], [-0.18144, 2.03515, -0.02268], [1.45722, -2.10817, 0.67627], [0.15982, 2.07637, -2.46023], [2.80609, -2.32849, 0.50231], [3.63484, -2.33052, 1.49549], [-3.07903, -1.27535, 1.09329], [-1.16907, 3.72873, -1.47084], [0.35126, -1.22840, -2.65050], [-2.08852, -1.46054, 0.07478], [-0.96082, 3.19990, -0.16488], [3.22197, -2.07066, 2.87490], [-0.37892, -1.51861, 1.79504], [0.42754, -2.42597, -1.67863], [-1.29122, -1.36072, 2.85441], [-0.55680, 3.23751, -2.62615], [-2.66556, -1.21126, 2.50980], [1.87930, -1.60870, 3.06025], [-1.75788, 4.58689, -1.49456], [1.85036, 0.20648, -3.34077], [1.70776, 0.12502, -0.37743], [-2.36456, -1.73561, -0.96504], [-3.40082, 4.07810, -0.01438], [-0.30958, -3.21536, -1.82690], [3.07922, -2.54625, -0.48722], [1.43142, -2.85384, -1.85120], [-4.15201, -1.48285, 0.97343], [-2.37009, 5.53239, 0.49613], [-0.50595, 3.82029, -3.59980], [-0.56564, -0.68308, -2.49507], [2.49965, -1.14591, -2.27113], [0.11305, 1.60913, 0.94976], [4.59673, -2.76918, 1.30595], [0.62253, 1.82284, -3.48194], [1.48573, -1.40653, 4.03321], [-3.31819, 4.61299, 1.70429], [-0.98238, -1.44745, 3.86490]],
  "nbo_charge": [0.09, 0.06, -0.36, -0.50, -0.64, -0.38, -0.27, -0.11, -0.24, 0.26, 0.14, -0.34, 0.15, -0.33, -0.19, -0.24, -0.21, -0.35, 0.18, -0.24, 0.34, -0.07, -0.01, -0.23, -0.21, -0.17, -0.14, -0.20, 0.21, 0.22, 0.38, 0.23, 0.19, 0.22, 0.20, 0.21, 0.23, 0.19, 0.22, 0.18, 0.21, 0.23, 0.23, 0.21, 0.23, 0.20, 0.22],
  "homo_energy_ha": -0.28214,
  "energy_ha": -6282.3075,
  "smiles": "COc1cccc(NC[C@@H](F)Cn2c3ccc(Br)cc3c3cc(Br)ccc32)c1",
  "gap_ev": 7.8
}

{
  "formula": "C22H19BrIN2O4Rh",
  "method": "wB97M-V/def2-TZVPD",
  "species": ["I", "Rh", "Br", "O", "O", "O", "O", "N", "N", "C", "C", "C", "C", "C", "C", "C", "C", "C", "C", "C", "C", "C", "C", "C", "C", "C", "C", "C", "C", "C", "C", "H", "H", "H", "H", "H", "H", "H", "H", "H", "H", "H", "H", "H", "H", "H", "H", "H", "H", "H"],
  "coordinates": [[-1.41015, -2.56164, 0.68114], [0.37066, -0.88427, -0.39058], [4.52927, -4.33621, 1.80602], [2.14210, -1.74578, -0.16965], [4.15505, -1.25922, 0.65280], [1.01959, 0.79564, 0.66326], [-1.71295, 3.50848, -3.07039], [-1.30624, 0.20723, -0.84047], [1.98586, 4.09736, -0.24023], [2.65787, -3.92251, 3.86876], [-2.82048, -1.69516, -0.58939], [-4.64836, -0.62195, -2.32669], [-1.39972, 4.24877, -1.88535], [1.52897, -1.63902, 2.80069], [2.56818, -2.26537, 2.10796], [1.06226, -2.13587, 4.00777], [-3.99411, -2.38559, -0.84807], [2.03216, 2.88712, 0.24460], [3.03044, -1.67729, 0.79263], [-0.15756, 2.36536, -0.67262], [1.62390, -3.28939, 4.53926], [-4.92282, -1.83863, -1.71816], [3.24628, 2.42004, 0.98284], [0.94386, 1.95205, 0.07796], [0.24424, -1.85145, -2.16153], [-1.26909, 1.49050, -0.95247], [0.86985, 4.50408, -0.91121], [-0.20774, 3.70687, -1.14687], [-3.46956, 0.05392, -2.05735], [3.12960, -3.40242, 2.67072], [-2.53995, -0.46298, -1.16054], [1.26658, -3.69355, 5.47784], [-5.84009, -2.36969, -1.93343], [0.79543, -1.21032, -2.85019], [3.71577, 1.57755, 0.46981], [-4.17365, -3.34566, -0.38337], [-0.79034, -1.97601, -2.47876], [3.95139, 3.24285, 1.06986], [-2.17202, 1.98160, -1.29787], [-0.99687, 3.63692, -3.70077], [3.10457, -4.82205, 4.26979], [-1.22847, 5.30244, -2.11393], [2.97479, 2.05540, 1.97497], [1.11947, -0.72095, 2.39980], [-5.34832, -0.19577, -3.03299], [-3.26174, 0.97604, -2.58671], [0.87903, 5.52812, -1.26751], [0.75106, -2.80618, -2.03941], [-2.29834, 4.19639, -1.26836], [0.27035, -1.61981, 4.53644]],
  "nbo_charge": [0.49, 0.94, 0.07, -0.76, -0.59, -0.76, -0.73, -0.49, -0.39, -0.24, -0.21, -0.19, -0.09, -0.23, -0.10, -0.21, -0.22, 0.20, 0.77, -0.18, -0.21, -0.20, -0.65, 0.36, -0.66, 0.19, -0.02, -0.07, -0.24, -0.08, 0.19, 0.22, 0.23, 0.19, 0.25, 0.23, 0.17, 0.23, 0.20, 0.48, 0.23, 0.19, 0.23, 0.24, 0.23, 0.24, 0.19, 0.21, 0.18, 0.21],
  "homo_energy_ha": [-0.29872, -0.29981],
  "energy_ha": -4242.4292,
  "gap_ev": [6.4, 6.4]
}

Molar mass across the listed records, respectively: 563.5, 599.2, 506.2, 685.1 g mol⁻¹.
ΔE to the lowest compared entry with this formula, charge and spin across the listed records, respectively: 1.1, 55.9, 5.2, 12.5 kcal per mole.